Entry 1:
{"formula": "C2H4Br2", "method": "the ωB97M-V functional and the def2-TZVPD basis", "species": ["Br", "C", "C", "Br", "H", "H", "H", "H"], "xyz": [[-25.2974, 35.3072, 13.8268], [-24.5731, 35.8622, 15.5580], [-23.5611, 34.8891, 16.1362], [-24.4831, 33.3678, 16.9148], [-25.4573, 35.8895, 16.1886], [-24.2248, 36.8803, 15.4195], [-23.0624, 35.3498, 16.9839], [-22.8334, 34.5974, 15.3873]], "atomic_forces_ev_per_a": [[0.250, -0.030, 0.122], [-0.697, -0.235, 0.055], [-0.353, 0.654, -0.048], [0.209, -0.154, -0.254], [0.087, 0.132, 0.107], [0.390, -0.095, -0.012], [0.114, 0.098, -0.059], [0.001, -0.369, 0.090]], "smiles": "BrCCBr", "fmax_ev_per_a": 0.7, "lumo_ev": 0.77, "de_lowest_kcal_mol": 3.31, "e_tot_ev": -142223.830}



Entry 2:
{"formula": "C2H4Br2", "method": "the ωB97M-V functional and the def2-TZVPD basis", "species": ["Br", "C", "C", "Br", "H", "H", "H", "H"], "xyz": [[-0.0733, -2.0388, -1.2195], [-0.1871, -0.6747, 0.3032], [0.0042, 0.8125, -0.0423], [1.5641, 1.0990, -1.1505], [0.5842, -1.0062, 0.9984], [-1.1114, -0.8576, 0.8512], [0.0721, 1.4486, 0.8402], [-0.8528, 1.2172, -0.5807]], "atomic_forces_ev_per_a": [[0.187, 1.909, 0.761], [0.743, 0.239, 0.834], [-1.281, -0.788, -0.601], [-0.145, -0.703, -0.007], [0.228, -0.104, -0.405], [-0.338, -0.028, -0.544], [0.430, -0.342, 0.261], [0.176, -0.183, -0.300]], "total_charge": 1, "fmax_ev_per_a": 2.1, "lumo_ev": [-4.72, -10.37], "de_lowest_kcal_mol": 0.00, "e_tot_ev": -142213.395, "multiplicity": 2}



Entry 3:
{"formula": "C2H4Br2ClPd", "method": "the ωB97M-V functional and the def2-TZVPD basis", "species": ["Pd", "Cl", "Br", "C", "C", "Br", "H", "H", "H", "H"], "xyz": [[0.9374, 1.1124, 3.4561], [0.5240, -1.2865, 2.8660], [0.8672, 1.6271, 0.5296], [0.5564, 0.3248, -0.9342], [-0.7460, -0.5439, -0.7187], [-2.4424, 0.5016, -0.9270], [1.5088, -0.1781, -1.1025], [0.4341, 0.8749, -1.8672], [-0.7601, -1.1375, 0.1954], [-0.8793, -1.2948, -1.4975]], "atomic_forces_ev_per_a": [[-0.238, -1.097, -1.012], [0.175, 1.050, 0.295], [-0.115, -0.070, -0.013], [-1.395, -0.855, -0.361], [0.403, 0.499, -0.487], [1.215, -0.439, 0.462], [-0.271, -0.545, 0.671], [-0.228, 0.658, 0.423], [-0.063, 0.543, 0.288], [0.519, 0.257, -0.265]], "total_charge": 1, "fmax_ev_per_a": 1.7, "lumo_ev": [-5.72, -9.28], "e_tot_ev": -158215.504, "multiplicity": 3}



Entry 4:
{"formula": "C2H4Br2N", "method": "the ωB97M-V functional and the def2-TZVPD basis", "species": ["C", "C", "N", "Br", "Br", "H", "H", "H", "H"], "xyz": [[0.1858, 0.3754, 1.1756], [-0.4949, -0.6410, -1.2515], [0.5330, 0.3967, -0.2271], [-0.7493, 1.9042, 1.7858], [-0.1918, -2.4559, -1.3764], [0.5117, -0.2896, 1.9350], [-1.5469, -0.5794, -0.8686], [0.4104, 1.3593, -0.5510], [1.3419, -0.0696, -0.6218]], "atomic_forces_ev_per_a": [[-0.566, 1.805, -1.164], [-1.542, 0.244, 1.712], [-1.693, -1.512, 0.119], [0.594, -1.132, -0.561], [0.768, 0.510, 0.041], [0.419, -0.886, -0.102], [0.902, 0.850, -0.426], [0.134, -0.282, -0.496], [0.984, 0.404, 0.878]], "total_charge": 1, "fmax_ev_per_a": 2.3, "lumo_ev": [-5.88, -6.39], "de_lowest_kcal_mol": 87.17, "e_tot_ev": -143701.666}



Entry 5:
{"formula": "C2H4Br2O3", "method": "the ωB97M-V functional and the def2-TZVPD basis", "species": ["C", "C", "O", "O", "O", "Br", "Br", "H", "H", "H", "H"], "xyz": [[-1.3047, -0.0155, -0.7580], [0.6431, -0.0242, 0.2091], [1.5290, -0.1113, -0.8586], [0.8092, -1.1642, 0.9796], [0.5439, 1.1205, 0.8691], [-2.0806, 1.6887, -0.2296], [-2.2123, -1.5375, -0.0842], [-1.0508, 0.0720, -1.7302], [2.0933, -0.9062, -0.6462], [0.4124, -1.0144, 1.9286], [0.6176, 1.8921, 0.3204]], "atomic_forces_ev_per_a": [[2.240, 0.399, 5.070], [-2.300, -1.464, -2.230], [0.125, -0.652, 1.238], [-1.424, 1.833, 2.225], [1.083, -0.581, 1.627], [-0.164, -0.506, -0.304], [-0.087, 0.146, -0.497], [0.271, -0.424, -3.241], [-0.698, 1.111, -0.451], [0.976, -0.289, -2.734], [-0.024, 0.426, -0.702]], "fmax_ev_per_a": 5.6, "lumo_ev": 0.37, "e_tot_ev": -148364.107}



Entry 6:
{"formula": "C2H4Br2S", "method": "the ωB97M-V functional and the def2-TZVPD basis", "species": ["C", "C", "S", "Br", "Br", "H", "H", "H", "H"], "xyz": [[2.6559, -0.2526, -0.1387], [-3.3711, 0.0442, -0.1593], [1.5517, 0.6382, 1.0745], [-4.2894, 1.5858, 0.3670], [-1.5675, 0.2024, -0.6817], [2.0105, -1.1558, -0.4697], [3.5472, -0.6900, 0.4857], [2.9438, 0.5426, -0.7960], [-3.4812, -0.9146, 0.3182]], "atomic_forces_ev_per_a": [[-0.543, -1.456, 2.749], [0.855, 0.271, -0.116], [0.567, -0.608, -0.345], [0.184, -0.620, -0.077], [-0.345, 0.226, -0.097], [1.296, 1.683, -0.080], [-1.584, 0.863, -1.323], [0.300, -0.482, -0.974], [-0.728, 0.123, 0.263]], "fmax_ev_per_a": 3.2, "lumo_ev": [0.53, -1.87], "de_lowest_kcal_mol": 0.00, "e_tot_ev": -153055.284, "multiplicity": 3}



Entry 7:
{"formula": "C2H4BrCl", "method": "the ωB97M-V functional and the def2-TZVPD basis", "species": ["C", "C", "Cl", "Br", "H", "H", "H", "H"], "xyz": [[0.3817, -0.0405, 0.3980], [-1.4892, 0.4459, -0.3739], [-1.8274, 2.0861, 0.1335], [-2.8654, -0.7071, 0.0455], [0.3984, -1.0388, 0.2288], [1.0289, 0.4472, -0.2970], [0.4199, 0.5145, 1.2958], [-1.2987, 0.4754, -1.3665]], "atomic_forces_ev_per_a": [[-3.780, 3.610, -2.451], [3.866, 0.216, 3.795], [0.026, 0.351, 0.164], [-0.674, -1.010, 0.325], [0.063, -3.044, 0.530], [0.303, 0.395, -0.683], [-0.219, -0.357, 1.296], [0.413, -0.161, -2.977]], "fmax_ev_per_a": 5.8, "lumo_ev": 0.80, "de_lowest_kcal_mol": 55.46, "e_tot_ev": -84701.565}



Entry 8:
{"formula": "C2H4BrCl", "method": "the ωB97M-V functional and the def2-TZVPD basis", "species": ["C", "C", "Cl", "Br", "H", "H", "H", "H"], "xyz": [[-0.1248, 0.1950, 0.8283], [0.1658, -0.3332, -0.7144], [-0.2198, -2.1191, -1.5467], [-0.1411, 2.1424, 0.7418], [-1.1461, -0.1623, 1.3133], [0.6510, -0.1038, 1.6320], [-0.4436, 0.3515, -1.2783], [1.2587, 0.0294, -0.9762]], "atomic_forces_ev_per_a": [[-0.642, -2.793, 1.003], [1.449, 1.203, 0.467], [0.666, 2.675, 1.900], [0.048, -0.525, -0.066], [1.992, 0.829, -1.529], [-0.992, 0.490, -1.754], [-0.487, -0.349, -0.539], [-2.033, -1.530, 0.517]], "smiles": "ClCCBr", "fmax_ev_per_a": 3.3, "lumo_ev": 0.12, "de_lowest_kcal_mol": 35.79, "e_tot_ev": -84702.418}



Entry 9:
{"formula": "C2H4BrN3", "method": "the ωB97M-V functional and the def2-TZVPD basis", "species": ["C", "C", "N", "N", "N", "Br", "H", "H", "H", "H"], "xyz": [[1.1181, -1.1302, -1.2241], [-0.6725, 1.2578, 1.0272], [0.9716, -1.1022, 0.0148], [0.8963, -0.9307, 1.1654], [-1.0480, 1.0698, -0.1675], [-2.9124, 0.6168, -0.4849], [2.1517, -1.1205, -1.6218], [0.2185, -1.4040, -1.7827], [0.4822, 1.3396, 1.1810], [-1.2056, 1.4035, 1.8927]], "atomic_forces_ev_per_a": [[0.643, -0.924, -2.295], [2.953, 0.228, -2.098], [-0.612, -0.031, -0.224], [0.263, 0.207, 3.781], [-0.148, -0.469, 0.220], [0.809, 0.510, 0.511], [-0.519, 0.158, -0.495], [0.416, 0.262, -0.733], [-2.074, 0.146, -0.540], [-1.730, -0.087, 1.874]], "fmax_ev_per_a": 3.8, "lumo_ev": [0.26, -1.66], "de_lowest_kcal_mol": 29.75, "e_tot_ev": -76645.197, "multiplicity": 3}



Entry 10:
{"formula": "C2H4BrNO3", "method": "the ωB97M-V functional and the def2-TZVPD basis", "species": ["C", "C", "N", "O", "O", "O", "Br", "H", "H", "H", "H"], "xyz": [[-0.6153, 0.2987, 1.4925], [0.1561, -0.3727, 0.4016], [0.5906, 0.2813, -1.9831], [1.5848, -0.3169, -1.7956], [0.1579, 0.7521, -2.9697], [-0.1144, 0.5506, -0.8145], [-0.5985, -2.1877, -0.0524], [-1.7789, 0.1652, 1.3419], [-0.1644, 0.0582, 2.5341], [-0.5074, 1.3827, 1.1718], [1.2896, -0.6114, 0.6735]], "atomic_forces_ev_per_a": [[-1.338, 1.230, -0.029], [1.169, -0.890, -1.297], [0.126, 0.205, 1.442], [2.025, -1.444, -0.363], [-0.931, 0.526, -0.820], [-0.440, -0.988, 1.934], [0.475, 0.980, 0.198], [2.424, -0.241, 0.757], [-1.189, 0.493, -1.855], [0.168, -0.890, 1.213], [-2.488, 1.020, -1.179]], "smiles": "C[C@@H](Br)O[N+](=O)[O-]", "fmax_ev_per_a": 2.9, "lumo_ev": 0.28, "de_lowest_kcal_mol": 50.96, "e_tot_ev": -79808.972}



Entry 11:
{"formula": "C2H4BrOP", "method": "the ωB97M-V functional and the def2-TZVPD basis", "species": ["C", "C", "O", "P", "Br", "H", "H", "H", "H"], "xyz": [[2.1001, -0.9946, 0.2096], [-1.6212, 0.8295, 0.1277], [0.9565, 1.1999, -1.0212], [0.6983, 0.1003, -0.1148], [-2.7493, -0.6889, -0.0299], [1.7805, -1.5918, 1.1536], [2.2580, -1.6684, -0.6156], [-1.3816, 1.4526, -0.6885], [-2.0413, 1.3614, 0.9791]], "atomic_forces_ev_per_a": [[-3.550, 0.298, 2.456], [0.811, -1.450, 1.589], [0.159, 1.259, -1.282], [0.520, -1.188, 0.819], [0.197, 0.160, -0.513], [0.770, 0.738, -1.441], [0.286, -0.068, -0.587], [-0.078, 0.207, -1.221], [0.886, 0.043, 0.180]], "fmax_ev_per_a": 4.3, "lumo_ev": [-1.46, -1.66], "de_lowest_kcal_mol": 97.84, "e_tot_ev": -83513.313}



Entry 12:
{"formula": "C2H4Cl2N2", "method": "the ωB97M-V functional and the def2-TZVPD basis", "species": ["C", "C", "N", "N", "Cl", "Cl", "H", "H", "H", "H"], "xyz": [[-0.4235, 0.0696, -0.7431], [0.1681, -1.2396, -0.8046], [-1.2639, 0.7916, -1.2324], [0.6292, 1.3641, 0.9685], [-0.3091, -2.1946, -2.1759], [-0.2827, 2.7416, 0.6720], [-0.0288, -1.7944, 0.1390], [1.1690, -1.0066, -1.0061], [-1.1432, 1.7901, -0.9701], [0.1637, 0.6277, 1.5002]], "atomic_forces_ev_per_a": [[-1.049, 2.655, 0.751], [-0.588, -0.484, 1.174], [1.166, -0.934, -0.061], [0.552, -1.870, -2.276], [-0.712, -0.633, -0.810], [-0.419, -0.236, 0.491], [0.519, 0.392, -0.650], [1.832, -0.129, 0.480], [-0.438, 0.347, 0.294], [-0.864, 0.892, 0.607]], "fmax_ev_per_a": 3.0, "lumo_ev": [-0.44, -0.44], "de_lowest_kcal_mol": 92.96, "e_tot_ev": -30159.667}



Entry 13:
{"formula": "C2H4Cl2OSi", "method": "the ωB97M-V functional and the def2-TZVPD basis", "species": ["C", "C", "O", "Si", "Cl", "Cl", "H", "H", "H", "H"], "xyz": [[1.4651, 0.2422, -0.8822], [0.2429, 0.6280, -0.5908], [-3.5921, -1.1194, -0.0876], [-2.2237, -1.6703, -0.8350], [-1.5894, -3.4801, -0.2198], [-2.4497, -1.4549, -2.9016], [2.3233, 0.9788, -1.0867], [1.7590, -0.6681, -1.3059], [-0.4357, 1.4664, -0.2953], [-4.1327, -0.2921, -0.4131]], "atomic_forces_ev_per_a": [[0.200, 3.062, -0.690], [-0.710, -0.413, 0.237], [-1.310, 1.641, -0.855], [0.402, 2.459, -0.295], [-0.305, -0.570, 0.076], [-0.095, -0.387, 0.353], [-1.244, -0.537, 0.818], [-0.101, -1.755, -0.059], [1.267, -0.880, -0.319], [1.897, -2.620, 0.733]], "fmax_ev_per_a": 3.3, "lumo_ev": [-0.66, 0.00], "de_lowest_kcal_mol": 93.78, "e_tot_ev": -37108.007}



Entry 14:
{"formula": "C2H4Cl2S", "method": "the ωB97M-V functional and the def2-TZVPD basis", "species": ["C", "C", "H", "H", "H", "H", "S", "Cl", "Cl"], "xyz": [[-0.5373, -0.1759, 0.4850], [0.9438, -0.0763, 0.1176], [-1.4640, 1.0086, -1.4120], [-0.7755, 0.6370, 1.1743], [-0.7045, -1.1032, 1.0200], [1.5295, -0.0311, 1.0257], [-1.7198, -0.2120, -0.8766], [1.2601, 1.4495, -0.7362], [1.4677, -1.4967, -0.7978]], "atomic_forces_ev_per_a": [[0.084, 0.415, -0.020], [-0.627, -0.018, 0.121], [0.010, -0.367, 0.319], [0.056, 0.011, -0.098], [0.051, -0.235, 0.074], [0.166, -0.089, 0.063], [0.014, 0.228, -0.285], [0.127, -0.057, -0.115], [0.120, 0.112, -0.059]], "smiles": "SCC(Cl)Cl", "fmax_ev_per_a": 0.6, "lumo_ev": 0.74, "de_lowest_kcal_mol": 0.00, "e_tot_ev": -38019.024}



Entry 15:
{"formula": "C2H4Cl3PS", "method": "the ωB97M-V functional and the def2-TZVPD basis", "species": ["C", "C", "P", "S", "Cl", "Cl", "Cl", "H", "H", "H", "H"], "xyz": [[-1.5364, -0.1762, 0.4267], [-0.6684, 0.4563, -0.6278], [1.6435, -0.5007, -0.2230], [2.3278, -2.0584, -1.1353], [-0.1835, 2.0183, -0.1348], [2.8096, 1.1018, -0.5617], [1.6734, -0.5206, 1.7664], [-1.2278, 0.0879, 1.5193], [-2.4019, 0.3781, 0.4975], [-1.7278, -1.2909, 0.1221], [-0.7084, 0.5043, -1.6494]], "atomic_forces_ev_per_a": [[1.580, -2.227, -0.010], [3.333, -0.432, 4.342], [-1.713, -0.310, -1.846], [-0.437, 0.286, 0.395], [-0.301, 1.563, 0.258], [0.250, 0.496, -0.178], [-0.184, -0.141, 0.915], [0.556, -1.261, -1.975], [-2.647, 0.935, -0.698], [0.241, 2.069, 1.201], [-0.678, -0.978, -2.403]], "fmax_ev_per_a": 5.5, "lumo_ev": -0.89, "de_lowest_kcal_mol": 27.63, "e_tot_ev": -59829.872}



Entry 16:
{"formula": "C2H4ClFN2", "method": "the ωB97M-V functional and the def2-TZVPD basis", "species": ["C", "C", "H", "H", "H", "H", "N", "N", "F", "Cl"], "xyz": [[-0.3401, -0.3018, -0.0948], [1.0438, 0.1496, -0.5998], [-0.3901, 1.2841, 1.1598], [-1.5545, 0.1516, 1.4062], [-1.8583, -1.3335, -0.2416], [1.2275, 0.0031, -1.7136], [-0.5785, 0.2788, 1.0930], [-1.0830, -0.9669, -0.8144], [1.2131, 1.4737, -0.4503], [2.3200, -0.7388, 0.2555]], "atomic_forces_ev_per_a": [[2.550, 2.680, -0.606], [0.154, -1.164, -2.646], [0.509, -0.705, -0.150], [0.822, -0.097, -0.168], [-0.211, 0.497, -0.646], [-0.646, -0.478, 1.490], [-1.971, 0.946, 2.628], [-1.216, -2.955, -0.816], [0.058, 1.214, 0.821], [-0.048, 0.061, 0.093]], "smiles": "[H]/N=C(\\N)[C@@H](F)Cl", "fmax_ev_per_a": 3.7, "lumo_ev": 0.81, "de_lowest_kcal_mol": 8.44, "e_tot_ev": -20358.507}



Entry 17:
{"formula": "C2H4ClFO2", "method": "the ωB97M-V functional and the def2-TZVPD basis", "species": ["C", "C", "O", "O", "F", "Cl", "H", "H", "H", "H"], "xyz": [[-0.7212, 0.0828, -0.7529], [1.9168, -0.2945, 0.1328], [-1.5280, 0.3260, 0.3074], [1.8313, -0.8206, 1.4105], [2.1226, -1.2909, -0.7646], [2.8228, 1.1061, 0.0165], [-0.6545, 0.9365, -1.4938], [-0.8736, -0.9970, -1.2386], [-1.3724, 1.1808, 0.5765], [1.1466, -1.4525, 1.3930]], "atomic_forces_ev_per_a": [[0.179, -1.482, -2.175], [-2.423, -1.682, 0.888], [-0.404, -3.191, -0.741], [1.674, 2.055, -1.005], [0.611, 0.600, -0.014], [0.801, 0.425, -0.197], [0.244, -1.053, 0.833], [0.367, 2.539, 1.306], [0.357, 3.111, 1.112], [-1.405, -1.321, -0.007]], "fmax_ev_per_a": 3.3, "lumo_ev": [0.69, 0.43], "de_lowest_kcal_mol": 92.58, "e_tot_ev": -21469.644}



Entry 18:
{"formula": "C2H4ClI2", "method": "the ωB97M-V functional and the def2-TZVPD basis", "species": ["I", "I", "C", "C", "H", "H", "H", "H", "Cl"], "xyz": [[0.4666, 2.4070, -1.1494], [2.6430, -0.5935, -0.0158], [-0.1661, 0.4354, -0.6531], [0.6161, -0.1746, 0.4843], [-1.2361, 0.5229, -0.3829], [-0.1016, -0.1630, -1.5823], [0.6370, 0.4737, 1.3814], [0.1736, -1.1451, 0.7806], [-3.0325, -1.7628, 1.1371]], "atomic_forces_ev_per_a": [[0.068, 0.181, -0.071], [0.203, -0.024, -0.031], [-0.682, -0.602, -0.310], [-0.557, -0.121, 0.775], [0.585, -0.159, 0.037], [0.049, 0.382, 0.584], [0.022, -0.341, -0.611], [0.061, 0.537, -0.278], [0.252, 0.147, -0.095]], "total_charge": -1, "fmax_ev_per_a": 1.0, "lumo_ev": 2.51, "de_lowest_kcal_mol": 3.74, "e_tot_ev": -30864.985}